Entry 1:
32
Properties=species:S:1:pos:R:3:forces:R:3:lowdin_charge:R:1 method="wB97M-V/def2-TZVPD" e_lumo_ev=-5.679 orbital_gap_ev=7.25 homo_ev=-12.932 e_above_lowest_kj_mol=445.5 total_charge=+1
O 1.088 -2.002 0.627 3.4 -0.9 -4.0 -0.041
C 1.998 -2.213 -0.201 -2.7 0.5 3.0 -0.689
Br 3.503 -3.380 0.435 -1.0 0.9 -0.9 0.687
C 2.088 -1.615 -1.685 2.0 1.2 0.1 -0.169
O 1.411 -2.400 -2.704 -2.4 -0.1 2.3 -0.019
C 0.189 -2.957 -2.239 0.2 -4.5 -0.9 -0.320
O 0.062 -4.212 -2.345 0.0 5.6 0.5 0.118
C -1.050 -2.152 -1.650 -3.3 1.9 1.6 0.019
C -2.348 -2.992 -1.310 -0.3 4.2 1.0 0.099
C -3.567 -2.246 -0.687 3.2 0.2 -1.3 0.046
N -3.548 -0.806 -0.419 3.1 -1.1 -1.5 0.052
C -2.400 0.009 -0.734 1.7 -2.5 -1.0 -0.482
Cl -2.389 1.783 -0.372 -0.4 -2.9 -0.5 0.692
C -1.111 -0.630 -1.363 -2.6 -2.1 0.6 0.061
H 1.786 -0.499 -1.698 0.2 -2.1 0.3 0.091
H 3.210 -1.618 -1.971 -2.0 -0.2 0.4 0.147
H -2.412 -4.113 -1.496 0.2 1.8 0.3 0.132
H -4.520 -2.813 -0.431 1.5 1.1 -0.3 0.142
H -4.367 -0.329 0.002 0.7 -0.6 -0.4 0.164
H -0.220 0.037 -1.597 -1.5 -0.9 0.6 0.102
C -0.227 2.993 2.390 -0.1 0.0 0.1 -0.127
C 1.261 3.306 2.507 -0.3 -0.1 0.3 -0.259
C 1.995 3.222 1.167 -0.1 -0.8 0.0 -0.164
C 1.883 1.831 0.609 0.0 -2.6 -1.3 -0.129
N 1.794 0.733 0.172 0.2 4.2 1.6 0.172
H -0.397 1.968 2.047 0.1 0.1 0.0 0.049
H -0.714 3.094 3.363 0.0 0.0 -0.1 0.080
H -0.718 3.677 1.691 0.0 0.0 0.1 0.067
H 1.714 2.613 3.223 0.1 0.1 -0.1 0.118
H 1.380 4.314 2.916 0.1 -0.1 -0.1 0.116
H 3.052 3.467 1.301 -0.1 -0.2 -0.2 0.123
H 1.571 3.930 0.450 0.0 -0.2 0.0 0.122



Entry 2:
29
Properties=species:S:1:pos:R:3:forces:R:3:lowdin_charge:R:1 method="wB97M-V/def2-TZVPD" e_lumo_ev=2.710 orbital_gap_ev=5.70 homo_ev=-2.987 total_charge=-1
C 0.580 2.500 1.155 0.3 0.1 -0.7 -0.259
C -0.546 2.675 0.273 0.9 0.1 -0.2 -0.173
C -0.148 2.296 -1.043 0.5 0.2 0.8 -0.140
H -1.516 3.101 0.537 0.4 -0.3 0.0 0.103
C 1.183 1.800 -0.979 -0.1 0.3 0.8 -0.135
C 1.651 1.924 0.373 -0.4 0.8 -0.3 -0.228
H 2.653 1.672 0.733 -0.5 0.1 -0.1 0.103
H 0.612 2.744 2.222 0.0 -0.2 -0.5 0.104
H -0.706 2.487 -1.961 0.0 -0.6 0.5 0.102
H 1.772 1.449 -1.828 -0.3 0.0 0.4 0.103
Sc 0.061 0.249 0.968 -1.3 0.1 -2.4 0.745
Cl -1.583 0.119 2.556 -0.4 0.0 0.9 0.024
C -1.890 -1.782 -0.674 0.3 0.7 -0.1 -0.235
C -1.029 -1.519 -1.776 -0.6 0.5 -0.1 -0.219
C -1.434 -0.290 -2.364 -0.3 -0.5 0.7 -0.224
H -0.206 -2.142 -2.108 -0.1 0.1 0.0 0.065
C -2.520 0.227 -1.608 0.3 -0.9 0.2 -0.224
C -2.808 -0.699 -0.564 0.6 0.3 -0.5 -0.233
H -3.559 -0.579 0.207 0.0 0.0 -0.1 0.055
H -1.842 -2.645 -0.021 0.0 0.0 0.0 0.067
H -0.967 0.181 -3.217 0.1 0.1 -0.1 0.062
H -3.017 1.171 -1.763 -0.1 0.1 -0.1 0.061
C 2.550 -2.678 1.737 -0.1 0.2 -0.3 0.015
C 1.759 -1.462 1.312 -0.8 0.3 -0.4 -0.603
O 1.737 -0.415 2.060 0.2 -1.2 -0.4 -0.108
O 1.021 -1.488 0.250 1.7 -0.2 1.8 -0.086
H 3.626 -2.465 1.701 -0.3 0.0 0.1 0.087
H 2.306 -3.496 1.059 0.1 0.0 0.1 0.083
H 2.263 -2.932 2.764 0.1 0.1 -0.2 0.090



Entry 3:
33
Properties=species:S:1:pos:R:3:forces:R:3:lowdin_charge:R:1 method="wB97M-V/def2-TZVPD" e_lumo_ev=-0.590 orbital_gap_ev=9.29 homo_ev=-9.883 e_above_lowest_kj_mol=0.0 total_charge=0
C 1.450 -2.607 -0.820 -0.7 1.1 0.9 -0.019
C 0.549 -1.252 -0.816 0.6 -0.8 0.9 -0.233
O -0.771 -1.474 -1.402 -0.6 1.7 1.5 -0.037
C -1.788 -0.831 -0.656 -1.4 -0.7 2.8 -0.237
O -2.143 -1.153 0.512 2.0 0.9 -4.3 0.028
C 1.323 -0.013 -1.541 0.7 0.2 -0.5 -0.288
F 0.527 0.595 -2.569 1.5 -1.2 2.2 0.033
F 2.468 -0.570 -2.237 -2.1 1.3 1.2 -0.009
C 1.847 1.086 -0.502 1.2 2.8 2.4 -0.046
C 3.299 1.684 -0.539 -3.0 0.9 2.7 0.024
C 3.682 2.707 0.561 -2.8 -1.0 0.2 -0.044
C 2.713 3.174 1.692 -1.5 -2.3 -2.3 0.015
C 1.266 2.620 1.704 2.7 -1.5 -2.5 -0.058
C 0.146 2.991 2.767 -0.4 -0.6 -0.4 -0.371
F -0.609 4.073 2.205 1.5 -2.4 2.0 0.056
F -0.749 1.883 2.947 1.9 2.8 -0.4 0.047
F 0.637 3.295 4.057 -1.2 -0.2 -3.2 0.075
C 0.891 1.598 0.608 2.0 0.5 -0.4 0.058
H 1.503 -3.099 -1.844 0.0 0.7 1.5 0.099
H 0.983 -3.275 -0.009 0.6 0.8 -1.5 0.099
H 2.473 -2.284 -0.413 -1.4 -0.6 -0.9 0.096
H 0.368 -1.033 0.303 0.5 0.0 -1.8 0.145
H -2.401 0.024 -1.133 1.3 -1.4 -0.1 0.180
H 4.019 1.350 -1.355 -1.1 0.6 1.4 0.107
H 4.722 3.167 0.573 -1.6 -0.8 -0.1 0.091
H 3.044 3.914 2.510 -0.5 -1.4 -1.6 0.114
H -0.176 1.162 0.596 1.9 0.9 0.2 0.111
C -5.227 -3.075 -0.916 0.2 0.1 0.1 -0.155
O -3.845 -2.945 -1.214 0.1 0.1 0.0 -0.134
H -5.690 -3.715 -1.668 0.1 0.1 0.0 0.078
H -5.350 -3.529 0.070 -0.2 0.0 0.0 0.078
H -5.703 -2.091 -0.936 -0.2 -0.1 0.0 0.076
H -3.460 -2.375 -0.534 -0.2 -0.4 -0.1 0.021